[1]
Molecular formula: C36H44BBaN3O3P
Method: DFT, the ωB97M-V functional and the def2-TZVPD basis

Each line ends with the Mulliken charge.
Atoms and positions in Å:
Ba (-0.75, -0.69, -0.36)  1.40
C (1.97, -1.62, -2.31)  -0.75
C (2.95, -2.00, -1.20)  0.51
C (2.27, -2.54, 0.05)  -1.13
C (3.87, -0.83, -0.83)  -0.20
C (4.80, -0.38, -1.96)  -0.63
O (4.73, 1.06, -1.90)  -0.44
C (3.69, 1.35, -1.07)  -0.05
N (3.12, 0.39, -0.48)  -0.22
C (3.46, 2.80, -0.91)  0.30
C (4.59, 3.63, -0.97)  -0.83
C (4.48, 4.98, -0.76)  -0.66
C (3.25, 5.56, -0.50)  -0.82
C (2.12, 4.76, -0.44)  -0.08
C (2.20, 3.38, -0.65)  -0.30
P (0.66, 2.40, -0.54)  1.22
C (0.04, 3.01, 1.07)  1.18
C (-1.08, 3.82, 1.26)  -0.57
C (-1.41, 4.26, 2.54)  -0.72
C (-0.62, 3.91, 3.62)  -0.62
C (0.50, 3.12, 3.44)  -0.44
C (0.82, 2.66, 2.17)  -0.99
C (-0.43, 3.14, -1.81)  0.71
C (0.02, 3.93, -2.86)  -0.57
C (-0.86, 4.35, -3.85)  -0.69
C (-2.19, 3.98, -3.80)  -0.66
C (-2.65, 3.18, -2.77)  -0.65
C (-1.77, 2.76, -1.79)  -0.24
H (1.16, -2.34, -2.40)  0.19
H (2.46, -1.55, -3.29)  0.43
H (1.56, -0.61, -2.13)  -0.16
H (3.59, -2.80, -1.59)  0.34
H (1.68, -1.77, 0.55)  -0.23
H (3.01, -2.86, 0.78)  0.51
H (1.62, -3.39, -0.17)  0.33
H (4.44, -1.11, 0.05)  0.76
H (4.47, -0.68, -2.95)  0.33
H (5.84, -0.68, -1.82)  0.31
H (5.55, 3.18, -1.18)  0.51
H (5.37, 5.60, -0.80)  0.42
H (3.16, 6.62, -0.33)  0.47
H (1.16, 5.21, -0.24)  0.47
H (-1.69, 4.13, 0.42)  0.54
H (-2.28, 4.89, 2.68)  0.46
H (-0.87, 4.27, 4.61)  0.40
H (1.13, 2.85, 4.28)  0.47
H (1.70, 2.04, 2.02)  0.37
H (1.06, 4.23, -2.91)  0.40
H (-0.50, 4.97, -4.66)  0.44
H (-2.88, 4.32, -4.57)  0.42
H (-3.69, 2.88, -2.72)  0.48
H (-2.14, 2.14, -0.97)  -0.15
C (-4.17, 0.61, 0.00)  -1.42
N (-3.45, -0.56, 0.52)  0.85
C (-4.08, -1.77, -0.04)  -1.25
C (-3.50, -0.53, 1.99)  -1.05
C (-2.54, -1.52, 2.62)  -0.72
N (-1.13, -1.12, 2.46)  1.12
C (-0.79, 0.01, 3.33)  -1.33
C (-0.27, -2.26, 2.85)  -1.00
H (-5.23, 0.59, 0.29)  0.40
H (-4.12, 0.64, -1.09)  0.38
H (-3.73, 1.53, 0.41)  0.37
H (-5.15, -1.80, 0.21)  0.35
H (-3.60, -2.67, 0.34)  0.29
H (-3.97, -1.78, -1.12)  0.36
H (-4.52, -0.73, 2.34)  0.35
H (-3.26, 0.49, 2.30)  0.42
H (-2.65, -2.50, 2.17)  0.16
H (-2.79, -1.64, 3.69)  0.38
H (-1.03, -0.21, 4.38)  0.30
H (-1.30, 0.92, 3.03)  0.11
H (0.28, 0.20, 3.26)  0.43
H (-0.40, -2.50, 3.91)  0.37
H (0.78, -1.99, 2.69)  0.29
H (-0.50, -3.13, 2.24)  0.10
O (-0.94, -4.30, -1.97)  -0.89
B (-1.00, -3.33, -0.95)  -1.76
O (-1.00, -4.05, 0.29)  1.81
C (-0.94, -5.39, -0.01)  0.70
C (-0.93, -6.47, 0.85)  -0.78
C (-0.86, -7.73, 0.26)  -0.72
C (-0.82, -7.88, -1.13)  -0.49
C (-0.84, -6.78, -1.98)  -1.13
C (-0.90, -5.54, -1.38)  0.69
H (-0.96, -6.35, 1.92)  0.47
H (-0.85, -8.61, 0.88)  0.40
H (-0.77, -8.87, -1.55)  0.40
H (-0.81, -6.89, -3.05)  0.47

The value obtained for the max |F| is 1.1 eV/A. The LUMO energy is -0.07482 Eh. The value obtained for the electronic energy is -59314.641 eV. The HOMO-LUMO gap comes out at 7.60 eV. The net charge is +1. The HOMO energy is -9.636 eV.

***

[2]
Molecular formula: C36H44IrN4
Method: DFT, the ωB97M-V functional and the def2-TZVPD basis

Each line ends with the Mulliken charge.
Atoms and positions in Å:
Ir (0.00, -0.05, 0.05)  1.26
C (-5.67, 2.09, -1.39)  -1.09
C (-5.39, 1.55, 0.02)  -1.32
C (-4.23, 0.62, 0.05)  0.86
C (-4.24, -0.73, 0.04)  0.80
C (-5.41, -1.65, 0.07)  -1.21
C (-5.69, -2.18, 1.48)  -1.10
C (-2.84, -1.17, 0.04)  0.15
N (-2.00, -0.05, 0.04)  -0.82
C (-2.83, 1.05, 0.05)  0.41
C (-2.43, 2.36, 0.06)  -0.90
C (-1.11, 2.78, 0.07)  0.03
C (-0.69, 4.15, 0.09)  1.02
C (-1.60, 5.33, 0.13)  -1.32
C (-2.07, 5.64, 1.55)  -1.11
C (0.69, 4.15, 0.13)  1.15
C (1.09, 2.79, 0.11)  0.16
C (2.44, 2.35, 0.12)  -0.82
C (2.84, 1.06, 0.10)  0.16
N (2.00, -0.06, 0.06)  -0.83
C (2.83, -1.16, 0.04)  0.43
C (2.43, -2.46, 0.01)  -0.99
C (1.10, -2.89, 0.00)  0.14
N (0.00, -2.06, 0.02)  -0.82
C (-1.10, -2.90, 0.01)  0.11
C (-2.44, -2.46, 0.03)  -0.84
C (-0.69, -4.25, -0.01)  1.01
C (0.69, -4.26, -0.04)  1.10
C (1.61, -5.43, -0.03)  -1.32
C (2.10, -5.77, 1.38)  -1.03
C (-1.61, -5.43, -0.06)  -1.27
C (-2.12, -5.71, -1.47)  -1.11
C (4.23, -0.73, 0.06)  0.93
C (4.24, 0.62, 0.10)  0.77
C (5.40, 1.55, 0.10)  -1.29
C (5.70, 2.09, -1.30)  -1.03
C (5.39, -1.67, 0.08)  -1.35
C (5.65, -2.25, 1.47)  -1.04
N (0.00, 1.95, 0.08)  -0.81
C (1.61, 5.32, 0.13)  -1.30
C (2.15, 5.63, -1.27)  -1.03
H (-6.51, 2.78, -1.38)  0.37
H (-5.91, 1.27, -2.07)  0.33
H (-4.80, 2.60, -1.79)  0.30
H (-6.28, 1.04, 0.40)  0.44
H (-5.21, 2.39, 0.70)  0.45
H (-5.23, -2.49, -0.61)  0.44
H (-6.28, -1.13, -0.31)  0.46
H (-4.83, -2.70, 1.89)  0.30
H (-6.54, -2.86, 1.48)  0.37
H (-5.92, -1.35, 2.16)  0.33
H (-3.20, 3.12, 0.06)  0.34
H (-2.47, 5.15, -0.52)  0.46
H (-1.09, 6.20, -0.29)  0.41
H (-2.60, 4.79, 1.99)  0.30
H (-2.74, 6.50, 1.56)  0.38
H (-1.23, 5.86, 2.20)  0.33
H (3.20, 3.12, 0.15)  0.35
H (3.20, -3.22, -0.01)  0.37
H (-3.20, -3.23, 0.02)  0.36
H (2.46, -5.24, -0.69)  0.48
H (1.09, -6.29, -0.46)  0.41
H (2.63, -4.93, 1.82)  0.24
H (2.77, -6.63, 1.36)  0.38
H (1.26, -6.01, 2.03)  0.32
H (-2.45, -5.27, 0.62)  0.45
H (-1.09, -6.31, 0.33)  0.42
H (-2.66, -4.85, -1.88)  0.29
H (-2.79, -6.57, -1.48)  0.38
H (-1.29, -5.92, -2.15)  0.32
H (6.28, 1.02, 0.48)  0.44
H (5.22, 2.37, 0.79)  0.46
H (5.94, 1.28, -1.99)  0.32
H (6.54, 2.78, -1.28)  0.37
H (4.84, 2.63, -1.71)  0.25
H (6.28, -1.14, -0.27)  0.43
H (5.22, -2.47, -0.64)  0.47
H (5.88, -1.45, 2.18)  0.33
H (6.48, -2.94, 1.45)  0.38
H (4.77, -2.78, 1.85)  0.24
H (2.44, 5.14, 0.82)  0.46
H (1.08, 6.19, 0.52)  0.41
H (2.70, 4.78, -1.68)  0.23
H (2.83, 6.49, -1.25)  0.38
H (1.34, 5.86, -1.96)  0.32

The value obtained for the max |F| is 0.1 eV/A. As for the spin multiplicity: 5. The LUMO energy (alpha / beta) is -0.12603 / -0.20035 Eh. The value obtained for the electronic energy is -46841.187 eV. The HOMO-LUMO gap (alpha / beta) comes out at 4.81 / 4.99 eV. The net charge is +1. The HOMO energy (alpha / beta) is -8.236 / -10.440 eV.

***

[3]
Molecular formula: C36H44MoN2O7Te
Method: DFT, the ωB97M-V functional and the def2-TZVPD basis

Each line ends with the Mulliken charge.
Atoms and positions in Å:
Mo (-1.81, -1.15, 1.19)  1.39
O (0.15, -3.29, 2.95)  -0.59
C (0.29, -2.84, 1.86)  -0.07
O (-0.06, -1.54, 1.58)  -0.26
C (0.89, -3.63, 0.70)  0.26
C (1.93, -2.82, -0.12)  -0.05
C (2.85, -3.80, -0.86)  -0.96
C (1.89, -4.32, -1.96)  -0.97
C (0.63, -3.50, -1.69)  -0.59
O (1.13, -2.25, -1.17)  0.09
C (-0.11, -4.04, -0.44)  0.29
C (-1.50, -3.42, -0.43)  -0.37
O (-2.18, -3.31, -1.42)  -0.51
O (-1.95, -2.89, 0.74)  -0.47
H (1.35, -4.51, 1.15)  0.73
H (2.45, -2.04, 0.44)  0.40
H (3.24, -4.57, -0.21)  0.44
H (3.69, -3.26, -1.30)  0.34
H (1.71, -5.39, -1.89)  0.43
H (2.27, -4.11, -2.96)  0.37
H (-0.02, -3.34, -2.54)  0.73
H (-0.26, -5.12, -0.49)  0.56
O (-1.94, -1.77, 3.29)  -0.51
C (-3.14, -2.41, 3.77)  -0.28
C (-4.00, -1.35, 4.43)  -0.96
C (-4.06, -0.15, 3.49)  -0.49
C (-4.72, -0.54, 2.22)  0.84
C (-6.09, -0.50, 2.05)  -0.84
C (-6.65, -0.92, 0.85)  -0.43
C (-5.80, -1.38, -0.16)  -0.97
C (-4.45, -1.44, 0.09)  -0.30
N (-3.90, -1.03, 1.27)  0.52
H (-1.19, -2.36, 3.38)  0.29
H (-2.93, -3.21, 4.48)  0.56
H (-3.66, -2.85, 2.90)  0.25
H (-3.54, -1.01, 5.36)  0.44
H (-4.98, -1.75, 4.67)  0.41
H (-3.02, 0.13, 3.28)  -0.24
H (-4.57, 0.68, 3.97)  0.62
H (-6.72, -0.13, 2.85)  0.56
H (-7.72, -0.92, 0.71)  0.48
H (-6.19, -1.73, -1.10)  0.52
H (-3.79, -1.90, -0.65)  0.48
C (-1.22, 2.66, 2.66)  -1.48
C (-0.84, 1.66, 1.63)  0.75
O (0.31, 1.85, 1.06)  -0.47
N (-1.58, 0.62, 1.32)  -0.61
Te (0.89, 0.53, -0.41)  0.24
C (2.94, 1.02, -0.14)  0.93
C (3.72, 0.98, -1.30)  0.42
C (3.20, 0.44, -2.60)  -1.32
C (5.03, 1.44, -1.21)  -0.83
C (5.57, 1.89, -0.01)  0.51
C (6.96, 2.43, 0.06)  -1.60
C (4.79, 1.77, 1.15)  -0.72
C (3.49, 1.30, 1.12)  0.99
C (2.75, 1.09, 2.41)  -1.44
C (0.31, 1.96, -1.86)  0.90
C (0.76, 3.29, -1.90)  0.83
C (1.79, 3.87, -0.97)  -1.53
C (0.22, 4.11, -2.88)  -0.83
C (-0.74, 3.66, -3.80)  0.46
C (-1.30, 4.58, -4.83)  -1.61
C (-1.16, 2.33, -3.72)  -0.92
C (-0.66, 1.47, -2.77)  0.40
C (-1.17, 0.05, -2.71)  -1.53
H (-0.58, 2.54, 3.53)  0.36
H (-2.26, 2.56, 2.95)  0.43
H (-1.04, 3.66, 2.26)  0.43
H (2.21, -0.02, -2.47)  0.05
H (3.87, -0.32, -2.99)  0.56
H (3.12, 1.22, -3.36)  0.35
H (5.65, 1.43, -2.10)  0.49
H (7.54, 2.18, -0.82)  0.39
H (7.48, 2.09, 0.95)  0.41
H (6.91, 3.52, 0.13)  0.32
H (5.23, 2.04, 2.10)  0.55
H (3.43, 0.72, 3.17)  0.61
H (1.95, 0.35, 2.30)  -0.12
H (2.32, 2.02, 2.79)  0.33
H (1.80, 3.38, -0.01)  0.07
H (1.61, 4.93, -0.81)  0.56
H (2.79, 3.78, -1.42)  0.33
H (0.56, 5.13, -2.94)  0.53
H (-1.12, 5.63, -4.59)  0.40
H (-2.38, 4.42, -4.94)  0.40
H (-0.85, 4.37, -5.80)  0.33
H (-1.90, 1.98, -4.43)  0.52
H (-1.69, -0.20, -3.63)  0.66
H (-1.87, -0.08, -1.88)  0.21
H (-0.34, -0.66, -2.60)  0.21

The value obtained for the max |F| is 5.6 eV/A. As for the spin multiplicity: 2. The LUMO energy (alpha / beta) is -0.39384 / -0.38256 Eh. The value obtained for the electronic energy is -64481.783 eV. The HOMO-LUMO gap (alpha / beta) comes out at 5.65 / 5.95 eV. The net charge is +3. The HOMO energy (alpha / beta) is -16.364 / -16.364 eV.

***

[4]
Molecular formula: C36H44N5NiP
Method: DFT, the ωB97M-V functional and the def2-TZVPD basis

Each line ends with the Mulliken charge.
Atoms and positions in Å:
Ni (-0.28, 1.05, 1.06)  0.34
C (2.54, 2.65, 1.32)  -0.72
C (2.53, 1.69, 2.50)  -0.99
N (1.59, 0.61, 2.23)  0.89
C (1.34, -0.27, 3.36)  -0.82
C (0.13, 0.22, 4.14)  -0.99
N (-1.00, 0.36, 3.23)  0.43
C (-2.23, 0.70, 3.94)  -0.79
C (-3.41, 0.85, 2.98)  -0.90
C (-3.34, 2.14, 2.17)  -0.68
N (-2.39, 2.04, 1.07)  -0.09
C (-2.11, 3.33, 0.44)  -0.49
C (-0.98, 4.06, 1.18)  -0.81
N (0.12, 3.13, 1.43)  0.27
C (1.45, 3.72, 1.40)  -0.94
H (2.39, 2.07, 0.40)  0.17
H (3.51, 3.16, 1.24)  0.45
H (2.23, 2.21, 3.41)  0.43
H (3.54, 1.29, 2.66)  0.46
H (1.98, 0.06, 1.45)  -0.75
H (2.21, -0.35, 4.02)  0.37
H (1.10, -1.27, 2.98)  0.18
H (0.33, 1.20, 4.59)  0.45
H (-0.09, -0.48, 4.96)  0.47
H (-1.14, -0.55, 2.78)  -0.13
H (-2.06, 1.65, 4.46)  0.42
H (-2.47, -0.06, 4.70)  0.46
H (-4.33, 0.84, 3.56)  0.41
H (-3.42, 0.00, 2.30)  0.28
H (-3.02, 2.95, 2.82)  0.33
H (-4.35, 2.39, 1.79)  0.40
H (-2.79, 1.41, 0.36)  0.23
H (-3.01, 3.97, 0.41)  0.47
H (-1.77, 3.13, -0.58)  -0.12
H (-1.36, 4.49, 2.12)  0.27
H (-0.63, 4.88, 0.55)  0.47
H (-0.03, 2.72, 2.36)  0.06
H (1.63, 4.36, 2.28)  0.30
H (1.51, 4.35, 0.51)  0.49
N (-0.12, -0.56, -0.12)  0.06
P (0.72, -1.86, -0.71)  1.57
C (-0.10, -2.31, -2.26)  0.77
C (0.02, -1.52, -3.41)  -0.36
C (-0.67, -1.86, -4.56)  -0.98
C (-1.48, -2.98, -4.59)  -0.68
C (-1.59, -3.78, -3.46)  -0.81
C (-0.91, -3.45, -2.30)  -0.76
C (0.52, -3.10, 0.57)  0.52
C (-0.71, -3.15, 1.25)  -0.67
C (-0.98, -4.17, 2.14)  -0.78
C (-0.04, -5.17, 2.36)  -0.55
C (1.17, -5.14, 1.67)  -0.73
C (1.45, -4.13, 0.77)  -0.49
C (2.48, -1.65, -0.97)  0.87
C (3.28, -1.54, 0.19)  -0.43
C (4.63, -1.32, 0.10)  -0.62
C (5.24, -1.17, -1.14)  -0.95
C (4.46, -1.28, -2.30)  -0.55
C (3.11, -1.50, -2.22)  -1.15
H (0.63, -0.63, -3.40)  0.60
H (-0.59, -1.22, -5.43)  0.42
H (-2.03, -3.23, -5.49)  0.41
H (-2.23, -4.65, -3.47)  0.43
H (-1.00, -4.06, -1.42)  0.30
H (-1.43, -2.36, 1.07)  0.58
H (-1.92, -4.19, 2.66)  0.43
H (-0.26, -5.98, 3.04)  0.39
H (1.90, -5.92, 1.83)  0.42
H (2.38, -4.12, 0.23)  0.52
H (2.81, -1.70, 1.15)  0.31
H (5.22, -1.25, 1.00)  0.40
H (6.30, -0.99, -1.21)  0.36
H (4.93, -1.20, -3.27)  0.42
H (2.52, -1.61, -3.12)  0.45
C (-0.52, 0.40, -0.94)  0.02
C (-0.91, 0.99, -1.96)  -0.04
C (-1.37, 1.56, -3.14)  0.36
C (-0.57, 2.45, -3.89)  -0.28
C (-0.96, 2.85, -5.14)  -0.68
C (-2.16, 2.41, -5.69)  -0.46
C (-2.98, 1.57, -4.94)  -0.75
C (-2.60, 1.15, -3.69)  -0.28
H (0.37, 2.78, -3.47)  0.47
H (-0.31, 3.50, -5.72)  0.40
H (-2.45, 2.72, -6.68)  0.41
H (-3.92, 1.22, -5.36)  0.38
H (-3.22, 0.46, -3.13)  0.47

The value obtained for the max |F| is 2.5 eV/A. As for the spin multiplicity: 3. The LUMO energy (alpha / beta) is 0.01578 / 0.01579 Eh. The value obtained for the electronic energy is -95825.220 eV. The HOMO-LUMO gap (alpha / beta) comes out at 3.73 / 6.20 eV. The net charge is 0. The HOMO energy (alpha / beta) is -3.297 / -5.772 eV.

***

[5]
Molecular formula: C36H45B2F4N6O2SZn
Method: DFT, the ωB97M-V functional and the def2-TZVPD basis

Each line ends with the Mulliken charge.
Atoms and positions in Å:
Zn (-0.50, 1.58, 0.43)  -3.43
N (7.03, -0.96, 2.32)  -0.59
C (5.96, -0.05, 2.30)  1.20
C (5.86, 0.89, 1.28)  -0.72
C (4.79, 1.76, 1.22)  -0.33
C (3.79, 1.69, 2.19)  -0.40
C (3.89, 0.76, 3.22)  -0.26
C (4.97, -0.11, 3.27)  -0.95
S (2.42, 2.80, 2.13)  1.26
O (1.66, 2.57, 3.33)  -0.72
O (2.94, 4.12, 1.88)  -0.77
N (1.51, 2.28, 0.89)  0.16
C (1.66, 2.85, -0.35)  -0.04
N (2.84, 3.22, -0.87)  -0.21
C (2.79, 3.86, -2.03)  -0.29
C (1.61, 4.10, -2.73)  -1.03
C (0.47, 3.54, -2.19)  -0.16
N (0.49, 2.90, -1.03)  0.53
H (7.87, -0.65, 1.87)  0.21
H (7.20, -1.40, 3.21)  0.22
H (6.64, 0.94, 0.52)  0.30
H (4.70, 2.49, 0.43)  0.41
H (3.12, 0.73, 3.98)  0.50
H (5.04, -0.84, 4.07)  0.31
H (3.74, 4.17, -2.44)  0.43
H (1.59, 4.64, -3.66)  0.41
H (-0.49, 3.58, -2.70)  0.46
F (-3.27, 2.36, -0.09)  -0.18
B (-3.01, 2.86, 1.21)  0.01
F (-3.27, 1.89, 2.17)  -0.36
F (-3.70, 4.04, 1.43)  -0.30
F (-1.57, 3.15, 1.23)  -0.28
C (0.33, -2.62, 3.50)  -1.91
C (-0.39, -1.43, 2.86)  3.19
C (-0.13, -0.14, 3.64)  -0.91
C (-1.88, -1.65, 2.74)  0.39
C (-2.62, -1.93, 3.88)  -0.52
C (-3.99, -2.10, 3.83)  -1.72
C (-4.65, -1.96, 2.62)  -0.36
C (-3.95, -1.66, 1.46)  0.64
C (-4.75, -1.39, 0.19)  1.56
C (-5.64, -0.16, 0.36)  -1.40
C (-5.58, -2.61, -0.24)  -1.72
C (-2.56, -1.54, 1.52)  -0.58
N (-1.82, -1.38, 0.31)  0.49
B (-1.04, -0.28, -0.24)  4.14
N (-0.68, -0.79, -1.55)  0.90
C (-1.17, -2.09, -1.71)  -1.01
C (-1.86, -2.43, -0.61)  -1.12
C (0.22, -0.26, -2.52)  -0.19
C (-0.25, 0.48, -3.60)  0.57
C (0.69, 0.95, -4.52)  -0.50
C (2.04, 0.71, -4.37)  -1.77
C (2.49, -0.02, -3.29)  -0.33
C (1.59, -0.53, -2.35)  0.44
C (2.11, -1.38, -1.21)  2.29
C (2.69, -2.69, -1.73)  -1.88
C (3.14, -0.62, -0.36)  -1.74
C (-1.72, 0.77, -3.91)  0.64
C (-2.63, 1.11, -2.73)  -0.97
C (-2.31, -0.38, -4.72)  -1.61
H (1.41, -2.48, 3.43)  0.41
H (0.07, -3.56, 3.01)  0.42
H (0.08, -2.71, 4.56)  0.35
H (0.02, -1.31, 1.86)  -1.34
H (-0.45, -0.25, 4.68)  0.44
H (-0.68, 0.70, 3.21)  0.20
H (0.93, 0.11, 3.63)  -0.15
H (-2.10, -2.02, 4.84)  0.32
H (-4.54, -2.33, 4.74)  0.35
H (-5.73, -2.05, 2.59)  0.35
H (-4.04, -1.18, -0.62)  -0.53
H (-6.37, -0.32, 1.15)  0.31
H (-6.18, 0.05, -0.57)  0.42
H (-5.04, 0.71, 0.62)  0.21
H (-6.33, -2.85, 0.51)  0.33
H (-4.95, -3.49, -0.38)  0.33
H (-6.09, -2.40, -1.18)  0.45
H (-0.98, -2.67, -2.61)  0.58
H (-2.37, -3.35, -0.39)  0.57
H (0.33, 1.53, -5.37)  0.41
H (2.75, 1.11, -5.09)  0.35
H (3.55, -0.21, -3.16)  0.40
H (1.27, -1.62, -0.56)  -0.64
H (3.54, -2.51, -2.39)  0.36
H (1.94, -3.25, -2.29)  0.40
H (3.03, -3.32, -0.90)  0.43
H (4.04, -0.39, -0.93)  0.39
H (3.43, -1.22, 0.51)  0.54
H (2.72, 0.32, 0.01)  0.12
H (-1.70, 1.65, -4.56)  0.63
H (-2.88, 0.24, -2.14)  -0.44
H (-3.56, 1.54, -3.11)  0.66
H (-2.18, 1.85, -2.05)  -0.08
H (-2.38, -1.29, -4.11)  0.22
H (-1.71, -0.61, -5.60)  0.37
H (-3.33, -0.13, -5.06)  0.45

The value obtained for the max |F| is 0.6 eV/A. The LUMO energy is 0.08930 Eh. The value obtained for the electronic energy is -122587.274 eV. The HOMO-LUMO gap comes out at 7.87 eV. The net charge is -1. The HOMO energy is -5.442 eV.

***

> electronic energy of number 1 (C36H44BBaN3O3P)?

-59314.641 eV